[1]
The following is a DFT calculation (ωB97M-V/def2-TZVPD) of a cluster of 2 separate species, C4H12N2O2 in total.

XYZ file:
```
20
Properties=species:S:1:pos:R:3:forces:R:3:lowdin_charge:R:1
C 1.725050 -1.351303 0.411907 0.8778 -1.2379 3.9826 -0.10
N 0.705767 -0.487141 -0.198550 1.6487 0.0301 3.0352 -0.19
C 1.079633 -0.236872 -1.545281 -1.4860 0.8139 -2.0302 -0.09
C 0.088834 0.384312 0.730409 0.5188 -0.4173 1.1649 -0.43
O 0.193572 0.108606 1.944552 -0.0228 1.4652 -2.5761 -0.01
C -0.700148 1.672039 0.277094 -1.9615 1.3834 2.4332 -0.15
N -2.003359 1.802171 -0.534340 2.4707 -0.7771 1.1875 0.02
H 1.932998 -1.166679 1.554300 -1.1784 0.2643 -1.9779 0.11
H 2.777162 -1.129698 0.104991 -1.0475 -0.6759 -0.7832 0.09
H 1.418476 -2.453395 0.525397 0.7097 1.3982 -1.0981 0.11
H 0.192372 -0.695728 -2.125048 1.8451 1.0287 -0.2058 0.12
H 1.255490 0.857085 -1.749125 -0.6394 -0.8901 -0.0301 0.10
H 2.061909 -0.702210 -1.772787 -1.0296 -0.0066 -0.0340 0.08
H -0.094784 2.447781 -0.181430 0.7242 -0.2333 0.1557 0.10
H -1.027530 2.082423 1.312763 0.9326 -0.6677 -1.6240 0.13
H -2.499066 0.952872 -0.355358 -0.6315 -0.5871 -0.0604 0.03
H -1.636335 1.747611 -1.457722 -0.4027 -0.1268 -1.2477 0.03
O -1.857341 -0.889578 0.851343 -4.1298 0.4873 1.2436 -0.01
H -2.359810 -1.400811 1.519206 -0.2973 1.0538 -0.2031 0.09
H -1.252891 -1.541486 0.687679 3.0986 -2.3052 -1.3319 -0.01
```
Forces are in eV/Å.

## Properties
- E_LUMO: 0.024 Ha
- HOMO energy: -9.207 eV
- SMILES string: CN(C)C(=O)CN.O

---

[2]
The following is a DFT calculation (ωB97M-V/def2-TZVPD) of a cluster of 2 separate species, C4H12N2O2 in total.

XYZ file:
```
20
Properties=species:S:1:pos:R:3:forces:R:3:lowdin_charge:R:1
O 2.630985 0.640222 0.825388 -0.2890 -0.5726 -0.2927 0.04
C 1.406234 0.775706 0.657248 0.5705 3.8066 2.0581 -0.30
C 0.816714 -0.651419 -0.135061 -1.0361 -5.1733 -1.4238 -0.32
C 1.693908 -0.928822 -1.341706 0.8439 3.3800 -0.0243 -0.01
N -0.515004 -0.625478 -0.231506 0.8209 1.8221 1.8027 0.07
C -1.213224 0.533305 -0.796611 -0.6610 -0.2651 -1.6501 -0.27
N -2.624650 0.361014 -1.039320 0.0879 -1.0160 0.3282 0.03
H 1.057778 1.627150 0.025919 0.1939 -0.6111 -0.8486 0.13
H 0.720657 0.794762 1.539619 0.0209 -0.9660 -0.0035 0.13
H 1.885979 0.081152 -1.741286 -0.1959 -0.2513 -0.6740 0.09
H 1.279548 -1.532093 -2.136694 -0.1146 -0.4137 0.3336 0.09
H 2.714739 -1.114081 -1.007214 -0.2199 -0.8614 0.1459 0.09
H -0.811444 -0.694768 0.823995 -2.4899 0.3036 0.0910 0.07
H -1.111675 1.357871 -0.089509 0.3808 -0.0309 -0.0141 0.12
H -0.755834 0.716356 -1.771198 0.1876 0.4790 0.1434 0.13
H -2.720419 -0.468055 -1.618845 -0.1797 0.1797 -0.3453 0.07
H -3.082914 0.075215 -0.174560 0.1395 0.4219 0.2186 0.07
H 0.969928 -1.400154 0.646577 0.8531 0.2112 0.1600 0.16
H -1.189687 -0.305165 2.579731 -0.5035 0.1896 0.4093 -0.06
O -1.762777 -0.027012 1.852070 1.5908 -0.6324 -0.4146 -0.33
```
Forces are in eV/Å.

## Properties
- E_LUMO: -0.122 Ha
- HOMO energy: -8.900 eV

---

[3]
The following is a DFT calculation (ωB97M-V/def2-TZVPD) of a cluster of 2 separate species, C4H12N2O2 in total.

XYZ file:
```
20
Properties=species:S:1:pos:R:3:forces:R:3:lowdin_charge:R:1
N -0.523517 -0.705569 1.986331 0.9511 0.5918 0.1660 -0.01
C 0.326399 0.515359 1.982276 -1.4024 -0.6565 1.7847 -0.29
C -0.129216 1.559462 1.001997 0.2000 1.2721 -0.1729 -0.20
C 0.798027 1.505668 -0.197716 0.7565 0.0104 0.8698 -0.22
N 0.431551 0.265292 -0.767310 -0.3714 -1.4569 -3.7036 -0.04
C 1.269423 -0.783051 -1.058851 -1.7512 0.5121 -0.1370 -0.34
O 0.887843 -1.589779 -1.888135 1.1460 -0.4659 0.2748 0.00
H -1.184015 -0.608871 2.777335 0.0834 -0.4578 -1.5986 0.07
H -0.844842 -0.904179 1.016283 -0.4098 0.2227 1.5524 0.05
H 0.391783 0.854626 3.049897 -0.4304 0.0821 -0.8980 0.12
H 1.353932 0.329513 1.779467 0.9524 -0.7967 -0.3861 0.07
H -1.158869 1.444911 0.684075 -0.1720 -0.6774 -0.2512 0.11
H -0.194461 2.525024 1.414229 0.4985 1.5210 0.9106 0.09
H 1.895904 1.494921 0.088982 -1.2410 0.1214 -0.1762 0.14
H 0.665437 2.232140 -0.977226 -0.0716 0.9406 0.0336 0.11
H -0.305286 0.341615 -1.559551 1.6148 -0.4143 2.2054 0.17
H 2.168870 -0.817896 -0.408382 -0.0863 -0.2548 -0.4230 0.14
O -2.286338 -0.775477 -1.046501 0.4430 -2.6800 -0.5343 -0.07
H -2.451878 -0.083959 -1.663695 -0.3915 0.7852 -0.8011 0.01
H -2.092643 -1.588494 -1.623701 -0.3183 1.8009 1.2847 0.10
```
Forces are in eV/Å.

## Properties
- E_LUMO: 0.022 Ha
- HOMO energy: -8.764 eV
- SMILES string: NCCCNC=O.O

---

[4]
The following is a DFT calculation (ωB97M-V/def2-TZVPD) of a cluster of 2 separate species, C4H12N2O2 in total.

XYZ file:
```
20
Properties=species:S:1:pos:R:3:forces:R:3:mulliken_spin:R:1
O 1.027404 1.473056 -0.358160 0.3741 -0.0737 0.3336 0.23
C -0.134168 1.455886 -0.195768 0.0681 0.4106 -1.0129 0.09
C -0.759834 0.959716 1.180241 -0.1470 -1.5695 1.4583 0.06
C 0.335151 0.706304 2.235589 -0.5173 1.2561 -0.7139 0.01
N -1.426985 -0.282024 0.941924 1.4965 -0.1374 -1.6685 0.55
C -2.181316 -0.678008 -0.276475 0.1788 0.9240 0.8286 -0.01
N -1.288515 -0.635218 -1.445362 0.0436 -0.8148 0.3516 0.04
H -0.833607 1.759157 -0.973501 -0.4290 0.1908 0.0231 0.02
H -1.445069 1.719091 1.510515 -0.5618 0.5989 -0.3251 0.01
H 1.244211 0.478981 1.701600 0.3235 -0.7570 0.2087 -0.01
H 0.545390 1.650032 2.730933 -0.0607 -0.0254 0.3092 0.00
H -0.041341 -0.020288 2.946261 0.3747 -0.1253 0.1132 0.00
H -0.749089 -1.034804 1.102619 -0.3415 -0.0001 0.5417 -0.02
H -2.972368 0.050575 -0.431909 -0.2935 -0.2436 0.0306 0.00
H -2.545624 -1.663264 -0.002730 -0.3965 -0.1186 -0.2656 0.00
H -0.400409 -1.097940 -1.233755 -0.1087 0.0413 0.0264 0.00
H -1.709958 -1.277666 -2.119313 0.0238 0.4197 -0.2487 0.00
H 3.964080 -0.584648 -2.633696 0.2605 -0.1603 -0.0020 0.00
H 5.165466 -1.493940 -2.293516 -0.0878 0.0961 -0.0596 0.00
O 4.206577 -1.484998 -2.385497 -0.1998 0.0882 0.0713 0.00
```
Forces are in eV/Å.

## Properties
- Charge: +1
- E_LUMO (spin up / spin down): -0.143 / -0.304 Ha
- HOMO energy (spin up / spin down): -13.798 / -13.798 eV
- 2S+1: 2
- <S²>: 0.759

---

[5]
The following is a DFT calculation (ωB97M-V/def2-TZVPD) of a cluster of 2 separate species, C4H12N2O2S in total.

XYZ file:
```
21
Properties=species:S:1:pos:R:3:forces:R:3:lowdin_charge:R:1
N 2.808578 -0.720200 -0.431210 -4.6692 -2.4433 1.1393 0.16
C 1.825260 0.201380 -0.068064 2.1674 -1.4882 -2.8193 -0.48
O 2.287737 1.305232 0.021053 -0.4964 1.8584 1.2522 0.07
C 0.318563 -0.037357 -0.174770 -1.3262 0.4517 -0.9181 -0.33
N -0.279626 1.282831 -0.089201 -1.4776 -1.8863 1.5154 0.03
C -0.255687 -0.776178 0.997843 -1.2083 -3.7617 1.0378 -0.24
C -1.868285 -0.684320 1.094815 1.5637 1.5883 -0.6995 -0.51
S -2.442771 -0.051598 2.757479 -1.4869 -0.1883 -1.8708 0.69
H 3.612317 -0.252003 -0.582887 3.3474 1.1842 -0.6774 0.05
H 2.647153 -1.674850 -0.730227 0.1262 0.4396 0.1447 0.10
H -0.057992 -0.579673 -1.201398 1.3467 1.2743 2.3749 0.19
H -0.127389 1.834850 -0.856456 0.9511 1.9549 -1.4879 0.04
H -0.201691 1.709033 0.837744 0.2346 0.0236 -0.8957 0.12
H -0.110000 -1.906277 0.913013 0.2615 1.2996 -0.2679 0.12
H 0.313043 -0.607591 1.929643 -0.5389 0.6731 -0.2434 0.11
H -2.303453 -1.664226 0.791010 0.0975 0.9597 0.4487 0.07
H -2.046709 0.176433 0.359792 -0.4899 -1.5724 0.9708 0.06
H -1.323521 -0.255622 3.325397 1.7359 -0.3631 1.1138 -0.22
O -1.076591 0.964197 -3.375593 0.4267 0.4940 2.1534 -0.07
H -0.602000 0.217497 -2.973094 -0.1540 -0.0837 -0.7293 0.01
H -1.116942 1.518443 -2.544897 -0.4114 -0.4145 -1.5415 0.04
```
Forces are in eV/Å.

## Properties
- E_LUMO: 0.016 Ha
- HOMO energy: -9.199 eV
- SMILES string: NC(=O)[C@H](N)CCS.O

---

[6]
The following is a DFT calculation (ωB97M-V/def2-TZVPD) of a structure of composition C4H12N2O3.

XYZ file:
```
21
Properties=species:S:1:pos:R:3:forces:R:3:lowdin_charge:R:1
C 0.320390 0.832616 2.044026 -2.0760 -1.8317 -0.4397 -0.13
N -0.928780 0.154316 1.004724 1.9119 0.9017 0.3101 -0.07
N -1.419151 -1.162336 1.271845 0.0600 -0.1391 0.6616 0.02
O 1.553587 0.315697 1.822778 -0.2164 0.0318 -0.1437 -0.02
H 1.884944 0.729720 1.006428 -0.2644 -0.0447 -0.2053 0.09
H -1.708812 0.797165 1.109224 0.0073 0.0163 0.0599 0.12
H -1.618513 -1.626644 0.379907 0.2646 0.4387 0.1440 0.08
H -0.648328 -1.694895 1.659327 0.0900 0.0077 0.0478 0.08
H -0.027679 0.488990 3.021412 0.0443 0.1958 -0.0881 0.11
H 0.225633 1.909557 1.909497 -0.1768 -0.2498 -0.3304 0.12
C 1.672319 -1.032499 -1.419403 0.4778 -0.1976 0.6661 -0.07
C -1.342106 0.626611 -1.611616 -0.2292 -0.0864 0.6870 0.00
C -0.134612 0.397627 -0.724206 1.0745 1.5617 0.2051 -0.64
O 0.351863 -0.889301 -0.926162 -0.4001 0.0146 0.0095 -0.12
O 0.655769 1.346417 -0.468533 -0.2973 -0.6832 -0.8823 -0.08
H 2.204590 -0.084449 -1.515171 -0.2853 0.0866 0.0301 0.09
H 1.612686 -1.515494 -2.393144 0.1276 -0.1302 0.0232 0.09
H 2.229438 -1.648904 -0.692216 -0.1055 0.0729 -0.4839 0.09
H -1.007721 0.729690 -2.641028 0.0778 -0.0418 -0.0448 0.09
H -1.844104 1.540553 -1.303440 -0.0341 0.0699 -0.0763 0.08
H -2.031413 -0.214439 -1.534248 -0.0509 0.0067 -0.1499 0.08
```
Forces are in eV/Å.

## Properties
- E_LUMO: 0.033 Ha
- HOMO energy: -8.567 eV

---

Calculated energy relative to the best compared isomer or geometry (same formula, charge and spin) in order - 356.6; 736.7; 233.2; 231.2; 205.9; 345.3 kJ/mol
Calculated energy in order - -11415.5213; -11411.5816; -11416.8003; -11408.2151; -22251.6415; -13462.7223 eV